A molecular structure, C20H26N9O2PRu. Source: the OMol25 dataset; level of theory: ωB97M-V/def2-TZVPD.

As for the expectation value of S²: 0.756. For the HOMO-LUMO gap (spin up / spin down), the calculation gives 7.7 / 6.7 eV. As for the total charge: +3. Its spin multiplicity is 2. The LUMO energy (spin up / spin down) is -9.63 / -10.59 eV. The HOMO energy (spin up / spin down) comes out at -17.3 / -17.3 eV.

```
59
Properties=species:S:1:pos:R:3:mulliken_spin:R:1
Ru -0.1222 0.7263 0.7772 0.94
C 3.7930 1.0104 4.5506 0.00
N 2.5260 0.6519 3.8981 0.01
C 1.5707 -0.1625 4.4460 -0.01
C 0.5713 -0.2862 3.5293 0.02
N 0.9319 0.4433 2.4253 -0.02
C 2.1185 1.0083 2.6678 0.02
P 3.1204 1.8647 1.4140 0.00
C 2.8474 0.5800 0.1345 -0.01
N 1.6587 0.0544 -0.1749 0.00
C 1.8865 -0.9000 -1.1287 0.00
C 3.2215 -0.9400 -1.4032 0.00
N 3.8113 -0.0068 -0.6026 0.00
C 5.2521 0.2728 -0.5502 0.00
C 1.8154 2.9571 0.7773 0.02
N 0.5944 2.5360 0.4374 -0.02
C -0.0534 3.5698 -0.1920 0.02
C 0.8026 4.6276 -0.2304 0.00
N 1.9628 4.2331 0.3819 0.01
C 3.1559 5.0801 0.5176 0.00
H 3.6932 0.8242 5.6156 0.00
H 4.0088 2.0633 4.3915 0.00
H 4.6024 0.3990 4.1572 0.00
H 1.6715 -0.5840 5.4320 0.00
H -0.3469 -0.8463 3.5898 0.00
H 1.1036 -1.5104 -1.5426 0.00
H 3.7879 -1.5553 -2.0814 0.00
H 5.7395 -0.3007 -1.3321 0.00
H 5.6576 -0.0275 0.4134 0.00
H 5.4345 1.3314 -0.7173 0.00
H -1.0653 3.4970 -0.5540 0.00
H 0.6771 5.6148 -0.6425 0.00
H 2.8360 6.1058 0.6769 0.00
H 3.7543 5.0231 -0.3893 0.00
H 3.7444 4.7526 1.3696 0.00
N -6.3956 1.2093 2.7518 0.00
C -5.2646 0.7679 2.1916 0.00
O -5.1975 -0.1847 1.4351 0.00
C -3.9748 1.5037 2.5209 0.00
C -3.7649 2.4863 3.4734 0.00
C -2.4788 2.9906 3.6463 0.00
C -1.4479 2.5065 2.8712 0.00
N -1.6488 1.5562 1.9386 -0.05
C -2.8891 1.0779 1.7778 0.00
H -7.2530 0.7188 2.5452 0.00
H -6.4516 2.0174 3.3447 0.00
H -4.5664 2.8699 4.0916 0.00
H -2.2767 3.7528 4.3853 0.00
H -0.4372 2.8739 2.9900 0.00
H -3.0474 0.3137 1.0375 0.00
C -2.9497 -2.2526 -0.6479 0.00
C -1.9402 -1.2476 -1.0672 0.00
N -1.5787 -1.1436 -2.3220 0.01
O -1.4650 -0.4599 -0.1760 0.06
H -3.3515 -2.8146 -1.4868 0.00
H -3.7597 -1.7450 -0.1167 0.00
H -2.4875 -2.9404 0.0626 0.00
H -1.9968 -1.7299 -3.0309 0.00
H -0.9503 -0.4139 -2.6261 0.00
```

=====

14 unconnected molecules or ions with the total composition C23H64BN8O21. Source: the OMol25 dataset; level of theory: ωB97M-V/def2-TZVPD.

For the HOMO-LUMO gap, the calculation gives 9.0 eV. As for the total charge: -1. As for the relative energy (zero: lowest compared OMol25 entry of this formula, charge and spin): 125.24 kcal per mole. The LUMO energy is 1.70 eV. The HOMO energy comes out at -7.3 eV.

```
117
Properties=species:S:1:pos:R:3:lowdin_charge:R:1
O 1.0740 3.1824 -0.7679 0.09
C 0.6112 2.0450 -0.6252 -0.33
O 1.0547 1.1398 0.2183 0.25
B 0.2268 -0.0807 0.0716 -0.85
O -0.8112 0.2210 -0.9451 0.22
C -0.5984 1.4645 -1.4279 -0.29
O -1.2876 2.0469 -2.2727 0.10
O -0.3188 -0.5152 1.3573 0.27
C 0.1204 -1.6720 1.6830 -0.37
O -0.1799 -2.4107 2.6458 0.09
C 0.9905 -2.1580 0.6312 -0.47
O 0.9794 -1.2982 -0.3136 0.25
O 1.3985 -3.2556 0.5075 0.18
O -2.6383 -3.6298 1.2446 -0.02
H -3.3244 -3.8838 1.8619 0.05
H -2.6024 -2.6752 1.3051 0.03
O 0.2170 -5.1713 3.4419 -0.06
H 0.1555 -5.1220 4.3958 -0.01
H 0.1111 -4.2667 3.1475 -0.03
O -1.6252 3.0510 -5.5862 -0.06
H -1.3098 3.9304 -5.3780 -0.02
H -1.9440 2.7065 -4.7519 0.00
O 0.2863 -4.6571 -2.1969 -0.05
H 0.5403 -4.6221 -3.1191 0.03
H 0.7905 -3.9570 -1.7824 0.00
C -0.0734 -3.4164 6.7757 -0.85
O 0.6411 -4.2888 6.5063 0.09
N -0.4395 -2.5474 5.9165 0.19
N -0.5517 -3.2631 8.0058 0.16
H -1.1381 -1.8393 6.0918 0.12
H -0.0624 -2.6789 4.9889 0.09
H -1.1546 -2.4695 8.1695 0.10
H -0.2887 -3.9531 8.6948 0.11
C 3.4045 -7.0262 -0.5884 -0.83
O 3.7848 -7.6425 -1.5642 0.02
N 3.1200 -5.7730 -0.6713 0.17
N 3.1762 -7.4999 0.5747 0.18
H 2.5617 -5.3957 0.0811 0.09
H 3.4913 -5.2725 -1.4661 0.12
H 3.5926 -8.4118 0.6982 0.12
H 2.7786 -6.9319 1.3091 0.12
C -1.2501 5.9611 -3.5410 -0.80
O -0.6668 5.5410 -4.5046 0.05
N -1.5989 7.1622 -3.3383 0.18
N -1.6223 5.1231 -2.6070 0.19
H -2.3257 7.5061 -2.7271 0.12
H -1.1809 7.8481 -3.9505 0.13
H -1.1577 4.2524 -2.3924 0.09
H -2.3044 5.5179 -1.9753 0.08
C 1.0656 6.0202 1.6246 -0.80
O 1.1815 6.6566 2.6327 0.02
N 0.8366 4.7205 1.6368 0.19
N 1.1991 6.6172 0.4657 0.16
H 1.0832 4.4155 2.5674 0.08
H 0.7121 4.1586 0.8068 0.06
H 0.9851 6.0899 -0.3687 0.10
H 1.5328 7.5685 0.4029 0.11
C 1.9060 -0.5794 -3.7975 -0.05
C 0.9393 -0.7540 -4.9081 -0.51
C -0.4148 0.0023 -4.8929 -0.03
O 1.6646 -0.4316 -6.0532 -0.04
H 2.3636 0.4098 -3.7994 0.09
H 2.6514 -1.3678 -3.6928 0.09
H 1.3123 -0.6577 -2.8867 0.06
H 0.7774 -1.8318 -4.9177 0.13
H -0.9516 -0.0148 -5.8415 0.08
H -0.2656 1.0490 -4.6281 0.06
H -1.2118 -0.3472 -4.2365 0.06
H 1.2929 -0.9950 -6.7359 0.09
C -5.0973 2.8705 -2.5104 -0.05
C -5.0473 3.0242 -1.0054 -0.44
C -3.9844 4.0477 -0.5046 -0.06
O -6.2727 3.6614 -0.5697 -0.08
H -5.1597 3.8325 -3.0191 0.09
H -5.8899 2.1871 -2.8151 0.07
H -4.1681 2.4396 -2.8832 0.07
H -4.9187 2.0919 -0.4554 0.12
H -4.0729 5.0276 -0.9736 0.07
H -3.0008 3.7202 -0.8413 0.05
H -3.9707 3.9896 0.5838 0.08
H -6.2388 3.9956 0.3296 0.07
C -4.8553 -0.8417 -1.2849 -0.06
C -4.6672 -2.1012 -2.0615 -0.48
C -3.3431 -2.0409 -2.7166 -0.09
O -4.3713 -3.2129 -1.2306 -0.07
H -5.4832 -1.2108 -0.4740 0.08
H -5.4591 -0.1429 -1.8638 0.07
H -4.0255 -0.3060 -0.8238 0.08
H -5.4995 -2.2239 -2.7545 0.15
H -3.2540 -1.0934 -3.2480 0.07
H -3.0541 -2.8560 -3.3801 0.09
H -2.4898 -1.8695 -2.0604 0.08
H -3.5290 -3.1158 -0.7803 0.05
C 1.5892 1.1729 3.7604 -0.07
C 1.3874 2.2345 4.7234 -0.52
C 2.7983 2.7422 5.1547 -0.05
O 0.6897 3.2453 4.0939 -0.04
H 0.6291 0.7659 3.4429 0.08
H 2.0624 0.3080 4.2253 0.09
H 2.2135 1.4122 2.8996 0.10
H 0.8698 1.8579 5.6056 0.14
H 3.4974 2.0162 5.5696 0.07
H 2.8350 3.5329 5.9041 0.07
H 3.3429 3.1175 4.2882 0.08
H 0.5678 4.0022 4.6717 0.11
C 4.8824 -1.0778 1.3463 -0.02
C 5.7953 -2.2242 0.7752 -0.42
C 5.0473 -3.5352 0.3802 -0.08
O 6.4342 -1.9204 -0.4647 -0.08
H 4.4801 -0.3952 0.5978 0.08
H 5.4856 -0.5161 2.0596 0.07
H 3.9455 -1.4389 1.7704 0.06
H 6.6055 -2.4730 1.4606 0.12
H 4.4434 -4.1328 1.0631 0.07
H 5.7360 -4.1790 -0.1669 0.07
H 4.2009 -3.3854 -0.2901 0.06
H 7.0012 -2.6457 -0.7369 0.08
```

=====

A molecular structure, C24H44AsF3HgN8O3PS. Source: the OMol25 dataset; level of theory: ωB97M-V/def2-TZVPD.

As for the expectation value of S²: 0.764. For the HOMO-LUMO gap (spin up / spin down), the calculation gives 6.3 / 3.9 eV. As for the total charge: -2. Its spin multiplicity is 2. As for the relative energy (zero: lowest compared OMol25 entry of this formula, charge and spin): 59.51 kcal per mole. The LUMO energy (spin up / spin down) is 3.66 / 1.19 eV. The HOMO energy (spin up / spin down) comes out at -2.7 / -2.7 eV.

```
86
Properties=species:S:1:pos:R:3:mulliken_spin:R:1
Hg 2.2643 -2.5505 0.6011 0.44
O 2.0013 4.1980 -1.6740 0.00
C 1.2332 4.2556 -2.6515 0.00
O 0.4924 3.3357 -3.0549 0.00
H 1.1959 5.3250 -2.9708 0.00
S -5.1010 1.8181 6.8912 0.00
C -3.5175 2.0663 6.6816 0.00
N -2.3741 2.2655 6.5213 0.00
F 4.6330 -4.9535 1.8958 0.03
C 3.9034 -4.5577 0.7592 0.42
F 3.1917 -5.8129 0.4607 0.03
F 4.7904 -4.4299 -0.2755 0.03
C -1.6980 3.3131 -0.0013 0.00
N -1.8691 1.8578 0.1191 0.00
C -1.3686 1.1167 -1.0886 0.00
P -2.6578 1.1559 1.4065 -0.01
O -3.5085 0.0454 0.8271 0.00
N -3.4535 2.3432 2.2371 0.00
C -2.7982 3.3487 3.1437 0.00
C -4.9058 2.5208 2.3167 0.00
N -1.4755 0.7348 2.5822 0.01
C -1.9859 0.2375 3.9509 0.00
C -0.4679 -0.2364 2.1745 0.04
H -2.5453 3.8515 -0.5174 0.00
H -0.8910 3.5329 -0.8202 0.00
H -1.4209 3.7930 0.9011 0.00
H -2.0232 1.2043 -1.9674 0.00
H -1.6038 0.0419 -0.8142 0.00
H -0.3907 1.3242 -1.4178 0.00
H -1.6613 3.3979 2.9842 0.00
H -3.0578 3.1169 4.1359 0.00
H -3.2293 4.2727 2.8737 0.00
H -5.3678 1.6756 1.7724 0.00
H -5.2772 3.3740 1.8117 0.00
H -5.1892 2.4194 3.3358 0.00
H -2.6961 0.9175 4.3603 0.00
H -1.1621 0.1288 4.6479 0.00
H -2.5098 -0.6884 3.9142 0.00
H -0.1376 -0.0362 1.1740 0.03
H -0.8262 -1.2019 2.4171 -0.03
H 0.3459 -0.0831 2.9131 -0.02
C 3.3753 1.6682 -0.7705 0.00
As 2.8624 0.2113 -1.8788 0.01
C 4.6320 -0.6353 -1.7608 0.00
C 3.1204 1.2221 -3.6133 0.01
C 4.4757 1.7732 -3.8928 0.00
C 5.5994 0.9422 -4.3045 0.00
C 6.8553 1.5203 -4.5079 0.00
C 7.0451 2.9109 -4.3487 0.00
C 5.9513 3.7253 -4.0134 0.00
C 4.7283 3.1285 -3.7003 0.00
H 4.3814 2.0268 -0.8525 0.00
H 3.2825 1.4040 0.2616 0.00
H 2.7502 2.5160 -0.9267 0.00
H 5.3997 0.1341 -1.9810 0.00
H 4.6789 -1.5466 -2.3516 0.00
H 4.6370 -0.7895 -0.6325 0.01
H 2.2831 1.9790 -3.5600 0.00
H 2.8046 0.5476 -4.4696 0.00
H 5.4421 -0.0889 -4.5079 0.00
H 7.7385 0.8145 -4.7793 0.00
H 8.0216 3.3965 -4.5212 0.00
H 5.9312 4.7731 -3.9039 0.00
H 3.8925 3.6960 -3.2395 0.00
C -1.1565 -4.6470 0.6472 0.02
N -2.2386 -5.1391 -0.2010 0.00
C -2.4781 -4.2440 -1.3679 0.00
N -2.8880 -2.9165 -0.9390 0.00
C -1.7306 -2.3954 -0.1491 0.03
N -1.4372 -3.2665 0.9884 -0.02
C -2.6404 -3.2571 1.8401 0.00
N -3.8018 -3.9083 1.1612 0.00
C -3.4405 -5.2087 0.6214 0.00
C -4.0350 -3.0213 -0.0450 0.00
H -0.2906 -4.7762 0.0371 0.00
H -0.9840 -5.1845 1.5976 0.00
H -3.2359 -4.8068 -1.9854 0.00
H -1.5269 -4.1681 -2.0193 0.00
H -2.0410 -1.4507 0.1496 -0.07
H -0.8285 -2.4167 -0.7777 0.04
H -2.8927 -2.2649 2.0369 0.00
H -2.5127 -3.7959 2.7526 0.00
H -4.2916 -5.6468 0.1911 0.00
H -3.2335 -5.8363 1.5133 0.00
H -4.2150 -1.9829 0.3059 0.00
H -4.8703 -3.4341 -0.6596 0.00
```

=====

no.,M (u),maximum force (eV/Å)
1,556.5,0.7
2,799.6,7.1
3,888.2,4.4